[1]
DFT (ωB97M-V with the def2-TZVPD basis set) results for C34H35BCsN14O6S as an isolated structure in a non-equilibrium geometry.

Values from the calculation:
<S²>: 0.7617
Gap between HOMO and LUMO (spin up / spin down): 5.885 / 4.986 eV
Energy relative to the best compared isomer or geometry (same formula, charge and spin): 1.294 eV
Highest occupied orbital energy (spin up / spin down): -2.911 / -2.911 eV

```
! RIJCOSX wB97M-V def2-TZVPD def2/J DEFGRID3
* xyz -2 2
Cs 0.65 -0.02 0.06
S 4.67 3.44 -0.07
O 1.28 0.49 -5.42
O -0.73 -7.06 3.60
O 1.55 -7.04 3.58
O -0.79 0.04 -4.72
O 3.75 -3.57 0.58
O 2.51 -1.75 0.05
N 4.52 0.47 -3.53
N 0.30 -2.87 1.07
N -5.99 2.45 -0.17
N 0.28 -1.45 -2.57
N 3.59 -0.97 -5.06
N -1.76 2.82 -0.07
N -3.08 1.01 1.77
N -5.21 1.81 0.73
N -2.97 2.33 -0.43
N -3.89 0.00 -0.39
N -3.21 -0.23 2.31
N 1.82 1.83 2.20
N 4.94 -1.81 -3.30
N -2.77 -0.60 -0.84
C 3.75 3.05 2.89
C -0.82 -4.57 2.32
C 0.40 -6.59 3.32
C -5.86 1.63 1.90
C 1.54 -4.71 1.97
C -1.33 3.52 -1.11
C 0.99 -1.30 -3.82
C 2.90 2.55 1.90
C 3.49 2.75 4.21
C 1.90 -2.52 -5.94
C 2.38 1.97 4.52
C -2.07 1.12 3.72
C -3.29 2.71 -1.69
C -4.99 -0.73 -0.67
C 1.58 1.55 3.48
C -7.12 2.17 1.77
C -2.26 3.49 -2.17
C 1.09 -2.60 -4.64
C -0.82 -3.39 1.60
C -4.58 -1.86 -1.33
C 3.38 -2.29 -5.64
C 0.39 -0.19 -4.67
C 2.71 -2.90 0.57
C -2.60 -0.17 3.49
C -2.40 1.84 2.59
C 3.15 2.78 0.46
C 2.98 2.81 -1.89
C 0.38 -5.25 2.52
C -7.14 2.67 0.45
C 1.46 -3.52 1.25
C 2.41 2.50 -0.63
C -3.17 -1.72 -1.41
C 4.22 3.33 -1.73
C 4.31 -0.81 -4.01
B -3.77 1.31 0.41
H 2.15 1.70 5.54
H -5.19 -2.67 -1.71
H -0.72 -1.58 -2.68
H 1.81 -3.47 -6.48
H -1.74 -2.83 1.44
H -7.91 2.21 2.51
H 2.49 -5.20 2.09
H -4.22 2.41 -2.14
H 4.14 3.11 4.99
H -1.73 -4.99 2.73
H 1.53 -1.74 -6.60
H -1.54 1.48 4.59
H 2.00 -1.00 -3.54
H -7.94 3.18 -0.08
H -0.37 4.02 -1.06
H 5.15 -1.58 -2.34
H -2.19 2.85 2.31
H 3.92 1.16 -3.95
H -2.19 3.95 -3.14
H 0.68 -2.20 -2.02
H 4.60 3.65 2.62
H 4.52 -2.72 -3.38
H -2.46 -2.42 -1.83
H 4.62 0.57 -2.54
H 4.90 3.67 -2.49
H 0.69 0.96 3.67
H 2.16 0.06 -5.36
H -2.55 -1.04 4.11
H 1.56 -3.34 -3.99
H 3.69 -3.11 -4.97
H 2.50 2.67 -2.85
H 3.98 -2.39 -6.55
H -5.40 1.12 2.73
H -5.97 -0.41 -0.36
H 0.07 -2.94 -4.84
*
```

Mulliken atomic charge list, values in e, 2 entries:
1. Cs 1.381
2. S -0.247


[2]
DFT (ωB97M-V with the def2-TZVPD basis set) results for a 5-piece molecular cluster, C27H28B2NO11 overall in a non-equilibrium geometry.

Values from the calculation:
Gap between HOMO and LUMO: 3.546 eV
Highest occupied orbital energy: -3.284 eV

```
! RIJCOSX wB97M-V def2-TZVPD def2/J DEFGRID3
* xyz -1 1
O 0.04 6.98 -0.49
O 2.87 1.28 -2.76
O -5.85 -1.41 -0.87
O -1.45 -1.30 -0.88
O 2.63 -7.05 5.79
O 8.00 2.63 -2.49
O -6.84 2.50 -4.33
O 1.64 -3.14 2.33
O -0.74 2.51 2.29
O -2.52 -2.52 1.17
O 1.02 -3.29 -0.50
N 2.50 -1.41 -1.46
C -0.95 5.95 1.38
C 5.03 0.72 -2.02
C -6.08 -0.51 -1.67
C -4.99 0.29 -2.26
C -7.71 0.80 -2.95
C 1.02 -5.82 4.58
C 0.45 4.67 -0.28
C -7.46 -0.18 -2.08
C 0.77 -4.84 3.72
C 5.83 3.18 -3.23
C 0.25 3.55 0.42
C -1.78 -0.27 0.13
C -6.62 1.60 -3.54
C 6.33 1.06 -1.95
C -5.24 1.27 -3.13
C -0.14 5.96 0.15
C 4.05 1.59 -2.70
C -0.56 3.54 1.65
C 3.25 -4.37 3.54
C 1.87 -4.04 3.13
C -2.19 -1.12 1.51
C -1.15 4.83 2.08
C 2.40 -6.15 4.99
C -0.85 -1.15 2.47
C 3.50 -5.36 4.40
C 6.82 2.32 -2.55
C 4.54 2.84 -3.30
B -0.18 -1.01 -1.57
B 1.09 -1.96 -1.13
H 4.50 -5.61 4.71
H 7.06 0.44 -1.46
H 0.23 -6.42 5.03
H -0.06 -1.87 1.99
H 6.21 4.10 -3.67
H -0.89 0.48 0.36
H 3.81 3.46 -3.79
H -4.45 1.86 -3.57
H 1.04 4.69 -1.19
H -0.23 -4.59 3.41
H 0.14 0.15 -1.53
H 4.04 -3.78 3.09
H 4.66 -0.19 -1.58
H -8.25 -0.78 -1.64
H -3.30 -2.56 0.52
H 0.62 -3.25 0.43
H 2.58 -0.47 -0.98
H 2.41 -1.17 -2.49
H -3.98 0.03 -1.95
H -1.75 4.80 2.98
H 0.68 2.60 0.11
H -2.71 0.40 -0.15
H -1.06 -1.52 3.56
H -0.37 -1.23 -2.74
H -8.72 1.06 -3.26
H -1.38 6.90 1.68
H -0.37 -0.06 2.43
H -3.07 -0.63 2.11
*
```

Mulliken atomic charge list, values in e, 2 entries:
1. O -0.577
2. O -0.493


[3]
DFT (ωB97M-V with the def2-TZVPD basis set) results for C45H37BrN5O7P2SiY as an isolated structure in a non-equilibrium geometry.

Values from the calculation:
Gap between HOMO and LUMO (spin up / spin down): 6.096 / 4.415 eV
Energy relative to the best compared isomer or geometry (same formula, charge and spin): 1.633 eV
Highest occupied orbital energy (spin up / spin down): -6.088 / -4.995 eV

```
! RIJCOSX wB97M-V def2-TZVPD def2/J DEFGRID3
* xyz 0 1
Y 0.05 0.28 0.58
Br 0.75 6.51 -3.98
P 0.29 -2.72 1.33
P -1.05 -1.95 -1.55
Si 0.23 -0.54 -3.70
O 1.58 -3.50 0.78
O 0.72 -1.39 1.86
O -1.30 -3.07 -2.45
O -0.45 -2.33 -0.16
O -2.39 -1.15 -1.22
O -0.59 -3.63 2.07
O -0.10 -0.77 -2.05
N -0.34 1.55 2.78
N -2.11 -0.13 1.21
N -1.23 1.99 -0.42
N 1.82 1.72 1.23
N 2.29 -0.38 -0.41
C -2.60 3.00 -4.89
C 0.51 3.24 -1.46
C -4.40 0.65 0.96
C -3.01 0.79 0.70
C 3.97 2.69 0.72
C -0.87 3.05 -1.22
C -0.65 -3.42 -6.58
C 0.73 -4.47 -4.92
C 4.89 -1.05 -1.19
C -0.09 3.77 3.65
C 3.34 0.43 -0.11
C 3.67 3.81 1.48
C 2.56 -1.50 -1.06
C -1.74 3.99 -1.82
C -2.54 1.83 -0.11
C 0.34 2.72 2.82
C 2.58 1.10 -3.22
C -0.59 -2.23 -5.87
C 4.39 1.34 -4.77
C 3.76 1.72 -3.60
C -1.26 5.01 -2.62
C 2.01 0.09 -3.99
C -0.95 0.84 -4.23
C 3.82 -1.88 -1.49
C -1.27 2.99 -5.28
C 0.12 -2.14 -4.68
C -3.94 -1.36 2.15
C -1.78 2.34 4.52
C 0.10 5.13 -2.85
C 3.05 1.65 0.63
C 0.00 -4.55 -6.10
C -3.11 1.92 -4.19
C -1.16 3.59 4.50
C -0.46 1.92 -4.96
C -2.60 -1.15 1.91
C 0.99 4.24 -2.27
C 2.46 3.84 2.16
C 2.68 -0.30 -5.14
C 4.65 0.10 -0.49
C -4.86 -0.42 1.67
C -2.30 0.85 -3.87
C 1.56 2.79 2.04
C 0.80 -3.28 -4.23
C 3.86 0.31 -5.53
C -1.35 1.37 3.64
H -3.23 3.85 -5.12
H -1.87 -1.85 2.30
H 2.05 4.35 -2.45
H -0.06 -5.48 -6.63
H -4.15 1.91 -3.90
H 3.95 -2.81 -2.03
H -4.26 -2.24 2.70
H 5.48 0.73 -0.21
H 2.25 4.69 2.80
H -1.95 5.71 -3.06
H -1.82 0.40 3.63
H 1.37 -3.22 -3.32
H -1.48 4.39 5.14
H 4.36 -0.01 -6.43
H -1.12 -1.36 -6.24
H 4.91 2.64 0.20
H 2.27 -1.08 -5.76
H -5.92 -0.56 1.85
H 1.38 -4.43 0.83
H -1.20 -3.47 -7.50
H -5.08 1.39 0.58
H 5.29 1.85 -5.09
H 0.57 1.91 -5.28
H -2.60 2.14 5.20
H 2.07 1.41 -2.32
H -2.71 0.01 -3.33
H -0.87 3.83 -5.84
H 0.42 4.71 3.64
H -3.29 2.51 -0.49
H -3.14 -1.71 -1.41
H 1.20 2.57 -0.97
H 5.89 -1.32 -1.50
H 4.17 2.51 -2.99
H 1.23 -5.34 -4.54
H -2.80 3.93 -1.67
H 1.72 -2.15 -1.27
H 4.37 4.63 1.55
*
```

Mulliken atomic charge list, values in e, 2 entries:
1. Y -0.895
2. Br -0.214


[4]
DFT (ωB97M-V with the def2-TZVPD basis set) results for an isolated ion of composition C3H6N2O2 and charge -2 in a non-equilibrium geometry.

Values from the calculation:
Gap between HOMO and LUMO: 4.011 eV
Energy relative to the best compared isomer or geometry (same formula, charge and spin): 1.839 eV
Highest occupied orbital energy: 2.976 eV
SMILES: CCNN=C([O-])[O-]

```
! RIJCOSX wB97M-V def2-TZVPD def2/J DEFGRID3
* xyz -2 1
O -3.28 -0.86 -0.24
O -2.85 1.18 0.83
N -0.43 0.31 -0.78
N -1.00 -0.23 0.40
C -2.45 0.06 0.33
C 0.97 0.69 -0.36
C 1.60 -0.56 0.44
H -0.28 -0.48 -1.45
H 2.73 -0.55 0.24
H 0.84 1.61 0.30
H 1.57 0.88 -1.31
H 1.36 -0.49 1.55
H 1.23 -1.56 0.04
*
```

Mulliken atomic charge list, values in e, 2 entries:
1. O -0.871
2. O -0.756


[5]
DFT (ωB97M-V with the def2-TZVPD basis set) results for one molecule with the formula C3H5I in a non-equilibrium geometry.

Values from the calculation:
Gap between HOMO and LUMO: 8.049 eV
Energy relative to the best compared isomer or geometry (same formula, charge and spin): 1.898 eV
Highest occupied orbital energy: -9.103 eV
SMILES: C=C(C)I

```
! RIJCOSX wB97M-V def2-TZVPD def2/J DEFGRID3
* xyz 0 1
I 0.07 -1.55 -2.48
C -0.19 -0.17 -0.21
C 0.81 0.82 -0.07
C -1.02 -0.64 0.63
H 1.67 0.36 0.54
H -1.80 -1.34 0.44
H 1.28 1.34 -1.00
H -1.11 -0.38 1.60
H 0.30 1.56 0.55
*
```

Mulliken atomic charge list, values in e, 2 entries:
1. I -0.141
2. C 0.141


[6]
DFT (ωB97M-V with the def2-TZVPD basis set) results for C4H8O4S2 as an isolated structure in a non-equilibrium geometry.

Values from the calculation:
Gap between HOMO and LUMO: 10.086 eV
Energy relative to the best compared isomer or geometry (same formula, charge and spin): 2.126 eV
Highest occupied orbital energy: -9.776 eV

```
! RIJCOSX wB97M-V def2-TZVPD def2/J DEFGRID3
* xyz 0 1
S 1.08 0.65 1.68
S 0.80 -1.26 -0.29
O 1.57 -1.85 0.77
O 1.01 -1.72 -1.63
O -0.60 0.63 1.64
O 1.47 2.01 1.99
C 1.18 0.51 -0.15
C 0.32 1.45 -0.93
C -0.93 -1.46 0.13
C -1.87 -1.23 -0.76
H -2.91 -1.38 -0.55
H 2.24 0.59 -0.41
H -0.73 1.32 -0.67
H 0.60 2.48 -0.71
H 0.44 1.28 -2.00
H -0.96 0.73 2.53
H -1.10 -1.83 1.12
H -1.60 -0.90 -1.76
*
```

Mulliken atomic charge list, values in e, 2 entries:
1. S 0.637
2. S 1.154


[7]
DFT (ωB97M-V with the def2-TZVPD basis set) results for C23H28IrN2Sb as an isolated structure in a non-equilibrium geometry.

Values from the calculation:
<S²>: 6.0292
Gap between HOMO and LUMO (spin up / spin down): 6.425 / 6.556 eV
Energy relative to the best compared isomer or geometry (same formula, charge and spin): 1.237 eV
Highest occupied orbital energy (spin up / spin down): -13.146 / -14.954 eV

```
! RIJCOSX wB97M-V def2-TZVPD def2/J DEFGRID3
* xyz 2 5
Ir 0.15 0.82 -0.61
Sb -0.84 1.00 1.84
N 1.58 -0.58 -0.50
N -0.62 -0.66 -1.88
C 0.84 -3.96 -2.78
C -1.71 -0.58 -2.64
C -2.56 2.39 1.52
C -0.62 2.59 -1.46
C -0.47 -1.93 2.60
C -0.07 -2.81 -2.81
C -1.56 -0.85 2.80
C 0.16 -1.76 -1.91
C -1.06 -2.69 -3.75
C 2.62 -0.48 0.33
C 3.31 -1.67 0.67
C 1.63 1.51 3.48
C 2.12 -2.93 -0.99
C 0.71 2.93 -3.37
C 1.36 -1.77 -1.18
C -1.93 -1.54 -3.60
C 1.57 2.90 -2.33
C 0.14 1.90 3.55
C 1.87 -4.05 -1.83
C 0.86 2.60 -1.11
C -0.59 2.77 -2.88
C -3.70 1.99 2.42
C 3.21 -2.77 -0.11
H 1.22 3.00 -0.14
H -4.11 1.05 2.03
H -0.82 -2.82 3.20
H 0.90 3.15 -4.40
H -3.39 1.86 3.47
H 0.83 -4.71 -3.54
H 3.94 -1.63 1.58
H 2.55 -4.94 -1.80
H -0.40 1.45 4.38
H -0.46 -2.23 1.57
H 2.10 1.86 2.54
H 2.85 0.50 0.73
H -2.53 -1.05 2.32
H -2.11 3.36 1.72
H -1.27 -3.38 -4.52
H 0.55 -1.68 2.97
H -1.74 -0.63 3.85
H 2.62 3.08 -2.35
H 3.91 -3.58 -0.04
H -2.35 0.34 -2.62
H -4.47 2.77 2.37
H -1.28 3.06 -0.79
H -2.71 -1.32 -4.37
H 0.10 3.04 3.62
H -2.70 2.20 0.47
H 1.68 0.45 3.49
H 2.15 1.89 4.32
H -1.45 2.50 -3.53
*
```

Mulliken atomic charge list, values in e, 2 entries:
1. Ir 1.425
2. Sb 0.208


[8]
DFT (ωB97M-V with the def2-TZVPD basis set) results for C21H19N10O3Pt as an isolated structure in a non-equilibrium geometry.

Values from the calculation:
<S²>: 6.0911
Gap between HOMO and LUMO (spin up / spin down): 5.926 / 5.886 eV
Energy relative to the best compared isomer or geometry (same formula, charge and spin): 0.468 eV
Highest occupied orbital energy (spin up / spin down): -10.327 / -12.104 eV

```
! RIJCOSX wB97M-V def2-TZVPD def2/J DEFGRID3
* xyz 1 5
Pt -0.94 0.77 1.31
O -2.65 2.02 0.21
O -3.29 4.22 0.17
O -2.57 3.22 4.35
N 2.80 -3.84 -7.36
N 0.86 -0.40 3.70
N -1.30 2.49 2.57
N -2.11 -0.08 3.17
N 2.39 -0.84 5.42
N 0.42 1.33 -0.38
N 2.08 -0.47 4.13
N -1.56 -0.82 -0.15
N 3.00 -0.06 3.29
N 0.95 0.09 2.48
C -2.92 -2.26 -1.30
C 1.80 -3.29 -4.06
C 1.24 2.35 -0.34
C -2.02 2.33 3.75
C 2.25 0.29 2.24
C 1.84 -2.63 -5.29
C 0.81 -1.33 -3.06
C -2.07 0.90 4.27
C 0.88 0.49 -1.40
C 2.30 2.25 -1.33
C -1.80 -2.13 -2.04
C 1.28 -2.64 -2.95
C -0.94 -1.19 -1.34
C -2.71 -1.42 -0.13
C 0.24 -0.65 -1.86
C 2.08 1.08 -1.98
C 0.85 -0.68 -4.29
C 2.37 -3.30 -6.44
C -2.72 3.22 0.44
C -1.57 3.63 1.89
C 1.36 -1.33 -5.41
H 0.46 0.33 -4.38
H 2.18 -4.30 -3.98
H -1.58 -2.58 -3.00
H -3.41 -1.28 0.68
H -3.80 -2.84 -1.51
H -2.09 4.43 2.41
H 3.08 2.97 -1.49
H -3.06 -0.29 2.92
H -2.93 0.82 4.93
H 3.36 -1.12 5.43
H -1.17 0.72 4.86
H 2.66 0.65 -2.77
H 2.66 0.67 1.33
H 1.38 -0.83 -6.37
H -1.67 -0.95 3.46
H 1.11 3.15 0.38
H 1.25 -3.15 -2.00
H -0.85 3.93 1.14
H 1.79 -1.62 5.68
*
```

Mulliken atomic charge list, values in e, 2 entries:
1. Pt 2.331
2. O -0.643


[9]
DFT (ωB97M-V with the def2-TZVPD basis set) results for a 2-piece molecular cluster, CH3O3P overall in a non-equilibrium geometry.

Values from the calculation:
Gap between HOMO and LUMO: 10.595 eV
Energy relative to the best compared isomer or geometry (same formula, charge and spin): 1.172 eV
Highest occupied orbital energy: -10.198 eV
SMILES: O=PO.C=O

```
! RIJCOSX wB97M-V def2-TZVPD def2/J DEFGRID3
* xyz 0 1
P 0.66 -1.49 0.05
O 0.84 -0.88 -1.44
O -1.45 0.05 0.41
O 1.51 -0.60 0.87
C -0.90 1.11 0.65
H -1.38 2.13 0.74
H 0.21 1.28 0.81
H 0.50 -1.59 -2.09
*
```

Mulliken atomic charge list, values in e, 2 entries:
1. P 0.472
2. O -0.408


[10]
DFT (ωB97M-V with the def2-TZVPD basis set) results for one molecule with the formula C5H10O in a non-equilibrium geometry.

Values from the calculation:
Gap between HOMO and LUMO: 10.831 eV
Energy relative to the best compared isomer or geometry (same formula, charge and spin): 2.026 eV
Highest occupied orbital energy: -9.611 eV
SMILES: CCOC1CC1

```
! RIJCOSX wB97M-V def2-TZVPD def2/J DEFGRID3
* xyz 0 1
O 0.21 -0.02 -0.43
C -2.08 0.07 -0.80
C -1.00 -0.62 -0.08
C -1.91 0.31 0.69
C 1.29 -0.27 0.43
C 2.53 0.33 -0.22
H 2.70 -0.13 -1.20
H 1.41 -1.36 0.56
H -2.92 0.15 1.00
H -0.95 -1.70 0.04
H -1.40 1.18 1.08
H -1.85 0.86 -1.50
H 2.40 1.41 -0.37
H 3.41 0.16 0.40
H 1.11 0.18 1.41
H -2.95 -0.55 -1.02
*
```

Mulliken atomic charge list, values in e, 2 entries:
1. O -0.318
2. C -0.617


In order of appearance, energy = -81037.0511 -53813.9573 -166603.0621 -10278.0133 -11290.1304 -34135.6458 -36642.0063 -46363.9265 -16516.8254 -7392.7398 eV.